Density functional theory data (the ωB97M-V functional and the def2-TZVPD basis) for a 2-piece molecular cluster, C6H12F5NO2P2 overall.

Last column: Löwdin charge in e.
Element x y z (Å)
P -1.2371 -1.1005 0.9055  0.62
P -3.3432 -1.8412 0.8085  0.83
F -5.7436 -0.9537 -1.2112  0.15
F -5.6485 -0.6784 1.4269  0.02
F -4.0168 0.7837 1.2953  0.04
F -5.7390 1.1446 -0.6714  0.16
F -3.9667 0.2529 -1.5270  0.13
O -0.7200 -1.8170 -0.4969  -0.42
O 1.7894 -0.5279 -0.0995  -0.03
N 3.8661 0.3634 0.0100  -0.19
C 4.2737 -0.3097 -1.2136  -0.03
C -1.2692 0.6638 0.3836  -0.33
C 4.8155 1.2075 0.7074  -0.05
C -5.0006 0.0293 -0.7025  -0.62
C 2.6169 0.1766 0.4565  -0.32
C -4.5142 -0.3498 0.7137  -0.66
H 2.3951 0.7197 1.3885  0.14
H 4.1841 -1.3900 -1.1022  0.10
H 5.1439 2.0275 0.0668  0.09
H 0.1982 -1.5147 -0.6324  0.00
H -3.3759 -2.1536 -0.5655  -0.07
H 5.3074 -0.0529 -1.4303  0.09
H 3.6417 -0.0024 -2.0466  0.09
H 4.3459 1.6263 1.5950  0.08
H -0.2509 0.8694 0.0295  0.02
H 5.6891 0.6306 1.0149  0.09
H -1.4410 1.2758 1.2780  0.03
H -2.0002 0.9208 -0.3807  0.02

Output
F_max = 0.62 eV/Å
Electronic energy = -44167.091 eV
SMILES string = CP(O)#[PH]C(F)(F)C(F)(F)F.CN(C)C=O
Kohn-Sham gap = 8.899 eV

Density functional theory data (the ωB97M-V functional and the def2-TZVPD basis) for one molecule with the formula C6H12FN at a distorted geometry.

Last column: Löwdin charge in e.
Element x y z (Å)
F -1.3836 -0.4386 0.7573  0.03
N -0.9186 -0.9927 -1.8561  0.02
C 0.7818 0.5685 1.1880  -0.21
C 0.2083 1.9356 0.9730  -0.12
C -0.0612 -0.4989 0.4555  -0.54
C -1.1232 0.3825 -1.7302  -0.19
C 0.0079 -0.2788 -1.0944  -0.29
C 0.4594 -1.9024 0.8821  -0.03
H -0.8907 0.9949 -2.5998  0.11
H -0.8124 2.0638 1.4403  0.09
H 0.9084 2.7739 1.2909  0.09
H 0.6360 -1.9985 2.0557  0.12
H -2.0593 0.6694 -1.2154  0.12
H 1.0530 -0.1366 -1.4849  0.17
H -0.3386 -2.5946 0.4822  0.09
H 1.8068 0.5485 0.7913  0.12
H 0.0212 2.0899 -0.1611  0.09
H 1.4321 -2.1728 0.3679  0.09
H -0.5368 -1.2571 -2.7954  0.13
H 0.8096 0.2439 2.2530  0.12

Output
F_max = 4.39 eV/Å
Electronic energy = -10622.658 eV
SMILES string = CC[C@@](C)(F)[C@@H]1CN1
Kohn-Sham gap = 10.318 eV

Density functional theory data (the ωB97M-V functional and the def2-TZVPD basis) for a 2-piece molecular cluster, C6H12I2 overall at a distorted geometry.

Last column: Löwdin charge in e.
Element x y z (Å)
I 1.6513 2.1276 0.0266  0.87
I -3.3695 0.1052 -0.1096  0.77
C 1.2879 -1.7106 -0.1633  -0.07
C -2.1121 1.7493 0.0110  -0.58
C 0.2427 -0.2060 -1.8699  -0.13
C 0.2344 -0.6152 -0.4021  -0.56
C 0.4259 0.5048 0.5544  -0.75
C 0.3149 0.2414 2.0089  -0.19
H 1.2396 0.0961 -2.1816  0.05
H -0.4461 -0.5157 2.1987  0.08
H -0.4440 0.6197 -2.0428  0.05
H -0.7537 -1.0513 -0.1743  0.06
H 0.0659 1.1439 2.5636  0.07
H -0.0684 -1.0455 -2.4872  0.08
H -2.2167 2.3369 0.9045  -0.04
H 1.1424 -2.5177 -0.8759  0.08
H 2.2865 -1.2991 -0.2998  0.08
H -1.9607 2.2825 -0.9102  -0.04
H 1.2127 -2.1189 0.8415  0.07
H 1.2670 -0.1272 2.4076  0.08

Output
F_max = 1.01 eV/Å
Electronic energy = -22614.831 eV
Kohn-Sham gap (alpha / beta) = 8.524 / 7.251 eV

Density functional theory data (the ωB97M-V functional and the def2-TZVPD basis) for an isolated ion of composition C6H12IN2 and charge +1 at a distorted geometry.

Last column: Löwdin charge in e.
Element x y z (Å)
I -2.6669 -0.5264 -0.1364  1.16
N -0.5462 1.6359 -0.2959  -0.20
N 0.8620 -0.7391 -0.1431  0.03
C -0.7010 2.7907 0.6287  -0.01
C 0.8860 1.5347 -0.8173  -0.05
C 0.4314 -2.0677 -0.5443  -0.30
C -1.0279 0.4444 0.4048  -0.68
C 0.3026 -2.9090 0.6731  -0.11
C 1.4622 0.3196 -0.7219  -0.15
H 1.4348 2.1862 -1.4696  0.11
H -1.7879 2.9223 0.9276  0.12
H -1.1359 1.7825 -1.1210  0.16
H 0.1617 -3.9169 0.4373  0.06
H 1.2729 -2.5033 -1.2530  0.17
H -0.7305 0.0596 1.3950  0.08
H 0.9976 -2.8580 1.5655  0.12
H 2.4965 0.1630 -1.1885  0.17
H -0.0499 2.5169 1.5085  0.14
H -0.5313 -1.9657 -1.0318  0.03
H -0.6260 -2.5939 1.1316  0.04
H -0.5043 3.7241 0.0507  0.12

Output
F_max = 3.96 eV/Å
Electronic energy = -17485.503 eV
Kohn-Sham gap (alpha / beta) = 7.615 / 7.834 eV
Net charge = +1

Question: Number 2 is which compound?
Answer: C6H12FN